[1]
Computed, not measured: C12H25Cl2CrINP2 as an isolated structure at a distorted geometry, with the ωB97M-V functional and the def2-TZVPD basis.

Structure (XYZ):
```
44
Properties=species:S:1:pos:R:3:lowdin_charge:R:1
C -1.08188 -0.09130 -5.18329 -0.41
I -0.52610 -0.24005 -3.07662 0.94
H -0.17919 0.01557 -5.78471 0.02
H -1.73839 0.77754 -5.29517 0.02
H -1.60885 -1.01419 -5.42435 0.01
Cr 0.28746 -0.04227 0.10386 0.29
P 0.47574 2.35584 -0.57739 0.65
C -1.05286 3.31914 -0.64664 -0.23
C 1.57189 3.25967 0.56581 -0.23
H 1.61317 4.31502 0.26061 0.08
H 1.32077 3.78559 -2.29599 0.07
H 2.57335 2.81786 0.51274 0.05
H 2.21351 2.22111 -2.23511 0.04
H -1.62993 3.16233 0.26884 0.04
H 1.19721 3.17735 1.59267 0.04
C 1.23093 2.69922 -2.18569 -0.29
H -0.78417 4.37820 -0.75836 0.08
H 0.59215 2.28749 -2.97869 -0.03
H -1.63924 2.98630 -1.51277 0.06
P 0.47747 -2.50277 -0.22296 0.66
C -1.03752 -3.48261 -0.13220 -0.23
C 1.22203 -3.05901 -1.77353 -0.29
H 2.59295 -2.78713 0.89798 0.05
H 1.63050 -4.30548 0.90658 0.08
H 1.23390 -2.96538 2.03868 0.04
C 1.59330 -3.21425 1.03362 -0.23
H 2.19345 -2.57261 -1.90669 0.04
H 1.34347 -4.14755 -1.71601 0.08
H -0.76161 -4.54417 -0.07111 0.08
H -1.62546 -3.29725 -1.04022 0.06
H 0.56688 -2.78917 -2.61209 -0.03
H -1.61573 -3.18434 0.74705 0.04
Cl 2.49686 -0.07377 -0.42349 0.16
Cl -1.61276 2.98715 4.50632 0.78
C -1.32484 1.41384 3.87730 -0.62
C -1.58524 0.28767 4.65156 -0.02
C -1.35300 -0.95524 4.06729 0.01
C -0.84991 -1.02923 2.76083 -0.10
N -0.56627 0.06763 2.03933 -0.07
C -0.86583 1.29185 2.56432 -0.12
H -1.97900 0.40353 5.65459 0.14
H -1.55718 -1.87763 4.59878 0.13
H -0.70114 -2.00571 2.28051 0.08
H -0.75090 2.17120 1.92380 0.07
```

Summary:
Spin multiplicity: 4
⟨S²⟩: 3.847
Total charge: +2
Frontier orbital gap (alpha / beta): 6.481 / 8.053 eV
Relative energy (zero: lowest compared OMol25 entry of this formula, charge and spin): 40.2 kJ/mol



[2]
Computed, not measured: a 3-piece molecular cluster, C12H25ClNO7PS overall at a distorted geometry, with the ωB97M-V functional and the def2-TZVPD basis.

Structure (XYZ):
```
48
Properties=species:S:1:pos:R:3:lowdin_charge:R:1
C -7.28614 3.05476 -2.36927 -0.06
C -5.75560 3.40692 -2.59367 -0.26
O -5.18657 3.62339 -1.28797 -0.19
C -3.78480 3.43185 -1.30094 -0.40
P -3.22121 1.66294 -0.92830 0.29
O -1.56526 1.45372 -0.61579 -0.34
S -3.46004 2.12205 1.19940 0.50
Cl -2.82361 1.19449 -2.99130 0.35
N -4.24577 0.25970 -0.67751 -0.05
C -5.06489 0.10135 -1.59162 -0.48
O -5.80499 -0.19547 -2.40022 0.21
H -7.61781 3.64933 -1.48591 0.08
H -7.30392 1.97322 -2.07594 0.06
H -7.89895 3.23625 -3.28066 0.08
H -5.31595 2.51341 -3.11016 0.08
H -5.63169 4.27851 -3.28119 0.13
H -3.36118 4.06988 -0.48284 0.08
H -3.28501 3.78425 -2.24827 0.10
H -1.16408 1.55122 -1.50162 0.00
H -4.66435 1.62474 1.61412 -0.17
O 1.72752 -3.48913 2.28679 0.09
C 1.50527 -3.08614 1.17424 -0.55
O 1.05405 -1.83298 0.98999 0.00
C 0.95302 -1.19752 -0.29039 -0.23
C -0.36225 -1.52579 -0.96444 -0.07
C 1.63530 -3.99920 -0.01719 0.01
H 1.81576 -1.43735 -0.91575 0.11
H 1.00081 -0.12458 -0.09829 0.12
H -0.45563 -2.59482 -1.16361 0.07
H -0.45419 -0.98797 -1.91002 0.07
H -1.19748 -1.24734 -0.31967 0.08
H 0.71217 -4.56723 -0.13551 0.10
H 2.45848 -4.68874 0.16725 0.09
H 1.86997 -3.48257 -0.94553 0.07
O 8.04186 0.37806 1.20310 0.10
C 7.20088 -0.18581 1.85298 -0.53
O 6.55004 -1.24284 1.33177 0.00
C 5.68304 -2.10221 2.08481 -0.22
C 4.27391 -1.55171 2.13877 -0.06
C 6.79291 0.32827 3.20952 0.01
H 6.09322 -2.30015 3.07697 0.12
H 5.67639 -3.05773 1.55839 0.12
H 4.23847 -0.58734 2.64847 0.08
H 3.61183 -2.24173 2.66037 0.07
H 3.88884 -1.39058 1.12906 0.08
H 6.04245 1.10938 3.08530 0.10
H 7.67193 0.75109 3.69465 0.09
H 6.41323 -0.44187 3.87763 0.07
```

Summary:
Spin multiplicity: 1
Frontier orbital gap: 9.344 eV
Structure (SMILES): CCOCP(O)(S)(Cl)N=C=O.CCOC(C)=O.CCOC(C)=O



[3]
Computed, not measured: C12H25N2O2P2SeV as an isolated structure at a distorted geometry, with the ωB97M-V functional and the def2-TZVPD basis.

Structure (XYZ):
```
45
Properties=species:S:1:pos:R:3:lowdin_charge:R:1
C 1.01255 -1.18593 -2.89037 -0.03
C 1.05377 -1.05623 -1.50964 -0.32
N -0.08265 -0.95418 -0.78562 0.01
C -1.27572 -1.20346 -1.35959 -0.30
C -1.37586 -1.48221 -2.72809 -0.03
C -0.20552 -1.51494 -3.47012 -0.06
C 2.41973 -1.01069 -0.88094 -0.28
P 2.33199 -0.48781 0.87313 0.78
V 0.04822 -0.36174 1.36392 0.14
P -2.52421 -0.08691 0.97167 0.74
C -2.52393 -1.12532 -0.51158 -0.28
O 2.54769 3.88948 -3.24218 -0.06
O -1.74218 4.22946 -1.13934 -0.06
H 1.93267 -1.13237 -3.46291 0.11
H -2.40095 -1.63989 -3.10305 0.12
H -0.30238 -1.69918 -4.53763 0.11
C 3.25286 -1.90200 1.52035 -0.26
C 3.27846 1.03671 1.14162 -0.25
H -3.24345 -0.64987 -1.19492 0.08
H -2.94560 -2.11781 -0.24044 0.11
H 3.11750 -0.32592 -1.36462 0.09
H 2.94494 -1.98485 -0.88541 0.10
C -3.49066 -0.88749 2.23948 -0.22
C -3.12444 1.54505 0.53820 -0.22
H -0.86990 3.85228 -1.24367 0.02
H -1.99209 4.28444 -2.08760 0.06
H 2.44129 3.06963 -2.75738 0.01
H 3.32805 3.59284 -3.73927 0.04
H -0.22267 -1.76142 1.40528 -0.04
H -1.54241 0.16610 2.06103 -0.06
H 4.26897 -1.86452 1.07985 0.05
H 3.25158 -1.82857 2.61816 0.05
H 2.72655 -2.81746 1.18648 0.06
H 4.34941 0.81683 1.00744 0.05
H 2.93102 1.82135 0.44646 0.04
H 3.07876 1.36449 2.17553 0.05
H -4.14413 1.47943 0.12791 0.06
H -3.13153 2.14747 1.45617 0.06
H -2.48561 2.09179 -0.16842 0.03
H -4.54155 -0.76841 1.98701 0.05
H -3.18198 -1.93490 2.28712 0.06
H -3.24285 -0.41633 3.19765 0.06
Se 0.03586 0.10979 5.99557 0.46
C 0.08198 -0.58489 4.40389 -0.96
N 0.15840 -0.71186 3.21885 -0.16
```

Summary:
Spin multiplicity: 3
⟨S²⟩: 2.350
Frontier orbital gap (alpha / beta): 5.499 / 4.674 eV
Relative energy (zero: lowest compared OMol25 entry of this formula, charge and spin): 221.8 kJ/mol



[4]
Computed, not measured: a 2-piece molecular cluster, C12H25N3O3 overall at a distorted geometry, with the ωB97M-V functional and the def2-TZVPD basis.

Structure (XYZ):
```
43
Properties=species:S:1:pos:R:3:lowdin_charge:R:1
O 3.33838 -0.40759 1.76485 0.03
O -2.97258 0.44967 3.01878 0.04
O 0.90612 2.36488 -1.38473 0.05
C 2.24617 0.14470 1.74089 -0.55
C -4.10186 0.06194 2.73420 -0.42
C 1.92117 1.70431 -1.57805 -0.46
N 2.79894 2.00893 -2.54226 0.02
N -3.20538 -0.78312 0.49418 0.00
N 1.66386 0.57168 0.62202 0.12
C 1.48925 0.38653 3.02545 0.01
C -5.21896 0.21077 3.75938 -0.02
C 2.66814 3.15119 -3.44601 -0.05
C -4.39163 -0.59860 1.36868 -0.20
C -0.28429 -2.10284 -2.35495 -0.10
C 2.52351 -2.05142 -0.93853 -0.05
C 0.23297 -1.02323 -1.39685 -0.23
C 1.76477 -0.82120 -1.46105 -0.32
C 2.23280 0.46263 -0.73157 -0.19
H 3.61342 1.42293 -2.63713 0.14
H -2.79473 0.12038 0.24846 0.07
H -2.50450 -1.36554 0.95629 0.07
H 0.78575 1.06214 0.70350 0.14
H 0.52713 -0.12070 2.98131 0.08
H 1.33399 1.45553 3.15568 0.08
H 2.07101 -0.00242 3.85965 0.08
H -5.61780 -0.77217 4.02384 0.08
H -4.84047 0.69159 4.66646 0.08
H -6.02620 0.82320 3.34879 0.08
H 3.05342 4.04987 -2.96088 0.09
H 3.22638 2.96927 -4.36536 0.08
H 1.61672 3.31332 -3.69533 0.09
H -4.84939 -1.57582 1.55421 0.12
H -5.12988 0.01475 0.84164 0.12
H 0.04055 -1.88572 -3.37296 0.07
H 0.08313 -3.08402 -2.05533 0.07
H -1.37417 -2.11619 -2.32625 0.07
H 2.19497 -2.29507 0.07216 0.08
H 3.59509 -1.85186 -0.91573 0.08
H 2.34885 -2.90946 -1.58647 0.07
H -0.06186 -1.28983 -0.38120 0.10
H -0.26204 -0.08800 -1.65808 0.10
H 2.04072 -0.71311 -2.51155 0.13
H 3.31854 0.41770 -0.64016 0.14
```

Summary:
Spin multiplicity: 1
Frontier orbital gap: 10.112 eV
Relative energy (zero: lowest compared OMol25 entry of this formula, charge and spin): 25.4 kJ/mol
Structure (SMILES): CC[C@H](C)[C@H](NC(C)=O)C(=O)NC.CC(=O)CN



Number 1: calculated total energy -3471.74128 hartree. Number 2: calculated total energy -2253.41583 hartree. Number 3: calculated total energy -4760.19544 hartree. Number 4: calculated total energy -862.26766 hartree.